{"formula": "C5H10CsO5", "method": "ωB97M-V with the def2-TZVPD basis set", "energy_ev": -16127.6711, "multiplicity": 2, "e_homo_ev": [-6.149, -6.575], "homo_lumo_gap_ev": [4.68, 5.11], "species": ["Cs", "O", "O", "O", "O", "O", "C", "C", "C", "C", "C", "H", "H", "H", "H", "H", "H", "H", "H", "H", "H"], "positions_angstrom": [[6.914061, -3.636954, 3.142574], [3.912114, -0.791567, 0.886278], [2.894341, -2.646370, 1.514533], [1.795948, -1.219628, 0.236226], [0.561307, 1.214605, -2.095394], [-3.030149, 2.113578, 1.186327], [2.896271, -1.528434, 0.940254], [-2.379533, 0.033573, 0.232487], [-3.393033, 1.134046, 0.218869], [0.513464, 0.100845, -1.282798], [1.816872, -0.028832, -0.544725], [-2.714844, -0.857978, -0.307255], [-3.656105, 2.842306, 1.165687], [0.177860, -0.827555, -1.769187], [-3.456357, 1.589998, -0.784099], [1.980278, 0.842899, 0.109410], [-4.394957, 0.735572, 0.460992], [-0.927654, 0.119640, -0.470377], [-2.066870, -0.270584, 1.237939], [2.652278, -0.072827, -1.258825], [-0.095291, 1.153664, -2.818926]], "forces_ev_per_a": [[-0.6, 0.3, -0.3], [-0.5, 0.9, -0.2], [-0.8, 0.1, 0.1], [-1.6, 0.6, -0.8], [-0.6, 0.1, -0.6], [0.1, 0.1, 0.1], [3.2, -1.6, 0.7], [2.1, -1.0, -0.7], [0.2, 0.4, -0.3], [-0.8, -0.7, -0.1], [0.1, 0.1, 1.0], [-0.1, 0.2, 0.0], [0.0, -0.1, -0.1], [0.2, 0.3, 0.0], [0.0, -0.1, 0.2], [0.0, -0.2, -0.3], [0.2, -0.1, -0.1], [-1.2, 0.5, 0.9], [-0.1, 0.2, -0.2], [-0.2, 0.1, 0.0], [0.5, -0.1, 0.8]], "lowdin_charge": [0.954, -0.078, -0.091, -0.018, -0.039, -0.090, -0.835, -0.086, -0.362, -0.224, -0.183, 0.048, 0.074, 0.114, 0.105, 0.136, 0.107, 0.165, 0.059, 0.134, 0.110]}